[1]
Computed, not measured: a single C23H9F3N2O4S molecule in a non-equilibrium geometry, with ωB97M-V/def2-TZVPD.

As for the orbital gap: 6.9 eV. As for the energy relative to the best compared isomer or geometry (same formula, charge and spin): 0.000 eV. As for the strongest force on any atom: 4.5 eV/A. The calculation puts the highest occupied orbital energy at -8.776 eV.

Positions of all 42 atoms, in Å:
N (4.0543, 2.7401, -1.5430)
C (3.2724, 1.9963, -1.1139)
C (2.3069, 1.1622, -0.4975)
C (2.6388, 0.0818, 0.2875)
N (3.9674, -0.3980, 0.3758)
C (4.3877, -1.4338, 1.1687)
O (3.6551, -1.7840, 2.0944)
C (5.7408, -2.0916, 0.8773)
F (5.5697, -3.4052, 0.7142)
F (6.5502, -1.9018, 1.9384)
F (6.3536, -1.5616, -0.2260)
S (1.2524, -0.5259, 1.1381)
C (0.1852, 0.6309, 0.3495)
C (-1.2718, 0.6665, 0.6417)
C (-2.0618, -0.5632, 0.8680)
O (-1.5873, -1.6515, 0.5100)
C (-3.4337, -0.4985, 1.4120)
C (-4.1415, -1.6609, 1.8432)
C (-5.4799, -1.6107, 2.3035)
C (-6.1350, -0.3681, 2.2931)
C (-5.4590, 0.7568, 1.8858)
C (-4.1018, 0.7135, 1.4840)
C (-3.4015, 1.9115, 1.0975)
O (-4.0179, 3.0028, 1.1618)
C (-1.9695, 1.8886, 0.7405)
O (-1.3333, 3.0741, 0.4729)
C (-0.8562, 3.2889, -0.7666)
C (-1.4725, 4.2567, -1.5433)
C (-1.0980, 4.4767, -2.8648)
C (-0.0483, 3.7465, -3.4096)
C (0.6000, 2.7828, -2.6232)
C (0.2025, 2.5173, -1.2900)
C (0.8694, 1.4620, -0.5180)
H (4.6431, -0.0437, -0.3094)
H (-3.6577, -2.6199, 1.8103)
H (-5.9907, -2.4941, 2.7213)
H (-7.1505, -0.2505, 2.6856)
H (-6.0259, 1.6990, 1.9490)
H (-2.2759, 4.8092, -1.0804)
H (-1.6715, 5.1677, -3.4629)
H (0.2025, 3.9589, -4.4632)
H (1.3609, 2.1750, -3.1359)

Forces on the atoms, in the same order (eV/Å):
-0.8 -1.0 0.4
1.0 1.0 -0.5
-1.3 0.1 -0.2
0.2 0.2 0.3
0.6 -0.1 -0.9
-3.0 0.8 1.6
1.6 -0.4 -1.3
0.7 0.1 0.3
0.2 0.5 -0.2
-0.3 -0.1 -0.7
-0.6 -0.5 0.9
0.2 0.1 -0.5
0.2 -0.1 -0.3
-0.9 2.8 0.6
1.0 -2.3 -0.9
-0.6 1.5 0.8
-1.6 -1.0 0.8
-0.5 0.3 0.0
0.9 0.5 -0.2
0.2 -0.6 0.4
0.1 1.0 0.1
-0.9 -1.2 0.1
-1.7 4.2 0.4
1.7 -2.0 -0.5
2.4 -2.5 -1.1
-1.0 -0.4 2.3
0.8 -0.5 -2.2
-0.1 0.0 0.0
0.1 -0.4 0.5
-0.1 0.1 0.0
-0.2 0.0 -0.5
0.3 0.6 -1.1
0.3 -0.7 1.2
-0.6 -0.1 0.2
0.3 -0.1 0.0
0.5 0.4 -0.5
0.4 -0.2 -0.3
0.8 -0.3 -0.3
-0.2 0.0 0.0
0.1 0.2 0.0
0.2 -0.5 0.7
-0.2 0.3 0.6

***

[2]
Computed, not measured: a molecular structure, C24H14IIrNO4 in a non-equilibrium geometry, with ωB97M-V/def2-TZVPD.

Its charge is -2. As for the orbital gap (alpha / beta): 4.9 / 4.9 eV. As for the energy relative to the best compared isomer or geometry (same formula, charge and spin): 1.503 eV. As for the strongest force on any atom: 2.4 eV/A. The calculation puts the highest occupied orbital energy (alpha / beta) at -0.830 / -0.831 eV. Its multiplicity is 2.

Positions of all 45 atoms, in Å:
Ir (1.1558, -0.4968, -0.3981)
I (3.5161, -0.4472, 0.7755)
C (2.5073, -3.3627, -0.7429)
C (3.3290, -4.4265, -0.8258)
C (2.7583, -5.6390, -1.3144)
C (1.4432, -5.6867, -1.6784)
C (0.6017, -4.5397, -1.5904)
C (-0.7572, -4.5605, -1.9879)
C (-1.5118, -3.4233, -1.8950)
C (-0.9661, -2.2161, -1.4029)
C (0.3497, -2.1405, -0.9990)
C (1.1467, -3.3226, -1.0988)
H (4.3739, -4.3764, -0.5398)
H (3.3790, -6.5248, -1.3973)
H (1.0144, -6.6124, -2.0476)
H (-1.1824, -5.4825, -2.3688)
H (-2.5491, -3.4387, -2.2098)
H (-1.5947, -1.3371, -1.3524)
O (-4.5147, 1.9620, 2.8194)
C (-3.6286, 1.2303, 3.3077)
O (-3.5021, 0.7822, 4.4721)
C (-2.5063, 0.8187, 2.3532)
C (-2.0888, -0.5295, 2.2954)
C (-1.1070, -0.8878, 1.4248)
N (-0.4764, 0.0138, 0.6302)
C (-0.8424, 1.3252, 0.6486)
C (-1.8842, 1.7186, 1.5200)
C (-0.1673, 1.6814, -1.6801)
O (-0.8180, 2.1971, -2.5747)
O (0.6340, 0.6487, -1.9219)
H (-2.5299, -1.2607, 2.9578)
H (-0.7574, -1.9074, 1.3451)
H (-2.2167, 2.7472, 1.4940)
C (-0.2033, 2.1959, -0.2860)
C (0.2471, 3.5272, 0.0238)
C (0.5997, 4.4559, -0.9863)
C (1.1273, 5.6981, -0.6753)
C (1.3222, 6.0911, 0.6462)
C (0.9701, 5.1990, 1.6562)
C (0.4500, 3.9518, 1.3587)
H (0.4252, 4.1844, -2.0192)
H (1.3889, 6.3779, -1.4808)
H (1.7419, 7.0624, 0.8823)
H (1.1078, 5.4802, 2.6955)
H (0.2148, 3.2697, 2.1669)

Forces on the atoms, in the same order (eV/Å):
0.9 2.0 0.9
0.3 -0.3 0.2
-0.2 0.0 -0.1
0.0 -0.1 0.0
0.1 0.1 0.0
-0.1 0.1 0.0
0.0 -0.1 -0.1
0.1 0.0 0.0
0.1 0.1 0.1
-0.1 -0.3 -0.2
-0.5 -0.6 -0.6
0.2 0.0 0.0
0.0 0.0 0.0
0.0 0.0 0.0
0.0 0.0 0.0
0.0 0.0 0.0
0.0 0.0 0.0
0.0 0.0 0.0
0.1 -0.1 0.1
-0.1 0.2 0.2
-0.1 0.0 -0.3
0.2 0.1 -0.2
0.0 0.0 0.1
0.0 0.0 0.0
-0.5 -0.4 -0.1
0.3 0.2 -0.3
0.0 -0.2 0.4
-0.2 0.5 0.3
0.5 -0.1 -0.3
-0.8 -0.9 -0.5
0.0 0.0 0.0
0.0 0.0 0.0
0.0 0.0 0.0
0.2 -0.1 0.3
-0.4 -0.1 -0.2
0.0 0.1 0.1
0.0 -0.1 0.0
0.0 0.0 0.0
-0.1 0.0 -0.1
0.0 0.1 0.0
0.0 0.0 0.0
0.0 0.0 0.0
0.0 0.0 0.0
0.0 0.0 0.0
0.0 0.0 0.0

***

[3]
Computed, not measured: a molecular structure, C24H15AsClF3N2O7RuS2, with ωB97M-V/def2-TZVPD.

Its charge is -2. As for the orbital gap (alpha / beta): 4.7 / 5.6 eV. As for the energy relative to the best compared isomer or geometry (same formula, charge and spin): 4.878 eV. As for the strongest force on any atom: 0.2 eV/A. The calculation puts the highest occupied orbital energy (alpha / beta) at -0.747 / -2.629 eV. Its multiplicity is 5.

Positions of all 56 atoms, in Å:
Ru (-0.4109, 0.8785, -0.8508)
Cl (-2.4959, -2.2723, -7.1692)
C (-1.6474, -1.1892, -6.0731)
C (-1.8628, 0.1790, -6.1892)
C (-1.1512, 1.0103, -5.3279)
C (-0.2995, 0.5042, -4.3674)
O (0.4986, 1.3910, -3.6706)
C (-0.1183, -0.8963, -4.2067)
C (0.6892, -1.5154, -3.2150)
N (0.9623, -0.9981, -2.0184)
C (1.9777, -1.5183, -1.2928)
C (3.1026, -2.0997, -1.9027)
C (4.2294, -2.4925, -1.1846)
C (4.2968, -2.3379, 0.1768)
C (3.1783, -1.8165, 0.8685)
C (3.1975, -1.6658, 2.2726)
C (2.0959, -1.2104, 2.9358)
C (0.9406, -0.9364, 2.2108)
N (0.9107, -1.0856, 0.8932)
C (2.0121, -1.4523, 0.1521)
C (-0.8037, -1.7241, -5.1337)
H (-2.5359, 0.5758, -6.9349)
H (-1.2439, 2.0852, -5.4013)
H (0.9965, -2.5442, -3.4239)
H (3.1233, -2.1330, -2.9837)
H (5.0805, -2.8915, -1.7258)
H (5.1812, -2.6073, 0.7400)
H (4.1051, -1.9221, 2.8059)
H (2.0742, -1.0762, 4.0077)
H (-0.0021, -0.6322, 2.6392)
H (-0.6849, -2.7979, -5.0637)
O (-3.4554, 0.6347, 1.3236)
As (-2.5382, 2.0498, 1.7219)
O (-3.3723, 3.4488, 1.6451)
O (-1.2101, 1.9873, 0.6555)
C (-1.7242, 1.8771, 3.4885)
C (-1.1223, 3.0729, 3.8770)
C (-0.4433, 3.1753, 5.0823)
C (-0.3694, 2.0740, 5.9217)
C (-0.9755, 0.8829, 5.5481)
C (-1.6584, 0.7747, 4.3436)
S (-2.3948, -0.8841, 3.9619)
O (-2.2550, -1.5822, 5.2700)
O (-3.8259, -0.4831, 3.6778)
O (-0.2627, -0.9088, 0.3150)
H (-3.7358, 0.1567, 2.1561)
H (-1.2008, 3.9335, 3.2227)
H (0.0241, 4.1123, 5.3617)
H (0.1556, 2.1437, 6.8686)
H (-0.9601, 0.0065, 6.1858)
S (-3.1934, -0.4458, -2.3985)
C (-1.9688, 0.1454, -1.7154)
F (-1.1693, 2.7280, -2.9679)
C (-0.0333, 2.0346, -2.5557)
F (1.4218, 1.2476, -0.2635)
F (0.8714, 3.0093, -2.2927)

Forces on the atoms, in the same order (eV/Å):
0.1 0.0 0.0
0.0 0.0 0.0
0.0 0.0 0.0
0.0 0.0 0.0
0.0 0.0 0.0
0.0 0.0 0.0
0.0 0.0 0.0
0.0 0.0 0.0
0.0 0.0 0.0
-0.1 -0.1 0.0
0.0 0.0 0.0
0.0 0.0 0.0
0.0 0.0 0.0
0.0 0.0 0.0
0.0 0.0 0.0
0.0 0.0 0.0
0.0 0.0 0.0
0.0 0.0 0.0
0.0 0.0 0.0
0.0 0.0 0.0
0.0 0.0 0.0
0.0 0.0 0.0
0.0 0.0 0.0
0.0 0.0 0.0
0.0 0.0 0.0
0.0 0.0 0.0
0.0 0.0 0.0
0.0 0.0 0.0
0.0 0.0 0.0
0.0 0.0 0.0
0.0 0.0 0.0
-0.1 0.0 -0.1
0.0 -0.1 0.1
0.0 0.0 0.0
-0.1 0.0 -0.1
0.0 -0.1 0.0
0.0 0.1 0.0
0.0 0.0 0.0
0.0 0.0 0.0
0.0 0.0 0.0
0.0 0.0 0.0
-0.1 0.1 0.0
0.0 0.0 0.0
0.1 0.0 0.0
0.0 0.0 0.0
0.0 0.0 0.0
0.0 0.0 0.0
0.0 0.0 0.0
0.0 0.0 0.0
0.0 0.0 0.0
-0.1 0.0 0.1
0.0 0.1 -0.1
0.0 0.0 0.0
0.0 0.0 0.0
0.0 0.0 0.0
0.0 0.0 0.0